10
Properties=species:S:1:pos:R:3:forces:R:3:lowdin_charge:R:1 method="wB97M-V/def2-TZVPD" homo_lumo_gap_ev=8.058 homo_ev=-9.42
S -0.0579 3.0959 0.6661 0.24 2.41 1.12 0.795
N 0.8890 0.5634 0.3146 -2.28 -1.65 -0.69 0.081
N -1.2355 0.9479 -0.3372 -0.01 -1.12 -0.70 0.065
N 0.8216 -1.9287 0.0226 -0.31 -2.92 1.49 0.145
C -0.8585 -0.2442 -0.6449 -3.57 -1.70 -0.12 -0.098
C -0.1578 1.5782 0.3813 1.51 -4.99 -2.44 -0.929
C 0.3488 -0.7919 -0.0141 -0.61 5.41 -0.94 -0.397
H 0.0785 -2.7275 -0.0262 1.68 2.07 -0.71 0.117
H 1.6421 0.5276 0.8880 2.74 0.65 2.21 0.075
H -1.4703 -1.0209 -1.2503 0.60 1.83 0.80 0.145

47
Properties=species:S:1:pos:R:3:forces:R:3:lowdin_charge:R:1 method="wB97M-V/def2-TZVPD" homo_lumo_gap_ev=8.926 smiles="COCCCNC(=O)[C@@H]1CC(=O)O[C@H]1c1ccc(OC)c(OC)c1" homo_ev=-8.21
O 5.8656 -1.4415 -0.0841 -0.19 0.34 -0.05 -0.063
O 0.3217 1.5521 -0.7020 0.04 0.02 -0.56 0.057
O -1.9266 -1.0505 1.9676 -0.10 -0.36 0.19 0.081
O 0.1796 3.6483 0.0427 0.02 -0.08 -0.13 0.134
O 5.3473 1.0736 -0.3946 -0.06 -0.43 0.05 -0.059
O -5.9818 -1.2533 -0.4837 0.30 0.03 0.08 -0.191
N -2.3878 0.7175 0.6385 -0.28 0.31 -0.28 0.083
C -4.1729 0.2225 -0.9747 -0.40 -0.10 0.30 -0.151
C 1.9028 -0.2217 -0.1809 -0.07 -0.08 -0.12 -0.168
C -0.0831 0.3244 1.2809 -0.21 -0.21 0.09 -0.139
C 2.1821 -1.5657 -0.0226 -0.13 0.32 -0.05 -0.034
C 0.4634 0.2402 -0.1682 0.14 -0.64 0.28 -0.204
C 2.9485 0.6884 -0.3027 0.11 0.08 -0.03 0.053
C 5.1355 2.4494 -0.5982 -0.05 0.25 -0.04 -0.075
C -7.3445 -1.5768 -0.5522 -0.10 0.00 -0.02 -0.115
C -5.6658 -0.0432 -1.1290 0.15 0.15 -0.20 -0.255
C 4.2647 0.2621 -0.2750 0.18 -0.13 0.06 -0.185
C 3.4967 -2.0070 0.0166 0.26 -0.03 0.01 -0.006
C 4.5470 -1.1132 -0.1068 0.07 0.16 -0.02 -0.200
C -3.8006 0.4528 0.4900 -0.22 -0.16 -0.13 -0.168
C -1.5586 -0.0827 1.3397 0.66 0.27 0.04 -0.464
C 0.2244 2.4740 0.2673 -0.08 0.60 0.74 -0.502
C 6.2152 -2.7943 0.0727 0.04 -0.22 0.03 -0.083
C 0.1551 1.7917 1.6248 0.06 -0.10 -0.11 -0.011
H -4.0269 -0.4402 1.0748 -0.01 0.18 -0.01 0.124
H 0.4625 -0.3565 1.9353 -0.15 0.06 -0.12 0.155
H -6.2464 0.7836 -0.6876 0.02 -0.05 -0.05 0.125
H -7.6760 -1.6925 -1.5922 0.00 -0.01 0.04 0.088
H -2.0174 1.4794 0.0918 0.08 -0.10 0.06 0.136
H 2.7226 1.7334 -0.4400 0.04 0.12 -0.06 0.112
H -0.6248 2.2372 2.2406 0.06 0.05 -0.07 0.138
H -7.4670 -2.5203 -0.0251 -0.10 0.01 -0.02 0.089
H 1.3763 -2.2767 0.0766 -0.11 -0.13 0.01 0.122
H -3.6246 -0.6411 -1.3527 0.07 0.02 -0.07 0.122
H 7.3036 -2.8182 0.0604 -0.08 -0.05 0.01 0.095
H 1.1114 1.9363 2.1314 -0.01 0.03 -0.05 0.139
H -3.9059 1.0983 -1.5705 0.02 -0.01 -0.07 0.117
H 5.8308 -3.4082 -0.7485 0.00 0.02 0.04 0.097
H -5.9277 -0.1062 -2.1978 -0.01 0.03 0.13 0.125
H 4.6162 2.9093 0.2492 0.00 -0.03 -0.04 0.098
H -7.9620 -0.8066 -0.0722 0.00 -0.04 -0.01 0.089
H -4.3712 1.2986 0.8899 -0.03 -0.11 0.02 0.129
H 4.5697 2.6398 -1.5158 0.01 -0.01 0.04 0.100
H 6.1282 2.8869 -0.6901 -0.09 0.01 0.00 0.095
H 5.8557 -3.1963 1.0258 0.00 0.01 -0.04 0.097
H 3.6870 -3.0603 0.1420 0.09 -0.10 0.01 0.106
H -0.1419 -0.4269 -0.7914 0.06 0.13 0.11 0.168

11
Properties=species:S:1:pos:R:3:forces:R:3:lowdin_charge:R:1 method="wB97M-V/def2-TZVPD" homo_lumo_gap_ev=9.339 smiles=Nc1cnnn1S homo_ev=-8.93
S 1.9549 0.1764 -0.3417 0.19 1.31 0.81 0.806
N 0.2711 0.1913 -0.3177 -2.25 -0.91 2.38 -0.537
N -1.7676 0.2252 -1.1195 2.87 0.65 0.93 0.010
N -0.4935 0.5943 -1.3368 -2.66 -0.94 -0.88 -0.049
N -0.2833 -0.6889 2.0287 -0.83 1.08 0.25 0.050
C -0.6013 -0.4173 0.6523 2.16 1.02 2.46 -0.393
C -1.8292 -0.3627 0.1607 -1.92 -1.04 -2.69 -0.136
H -2.7070 -1.0008 0.4615 0.98 1.39 -0.15 0.125
H 2.1763 1.3691 0.3861 -0.28 -1.19 -0.81 -0.090
H 0.7274 -0.5519 2.1715 -0.94 -0.01 0.52 0.049
H -0.9788 -0.2123 2.7874 2.67 -1.37 -2.81 0.165

89
Properties=species:S:1:pos:R:3:forces:R:3:mulliken_spin:R:1 method="wB97M-V/def2-TZVPD" s_squared=0.7916 homo_lumo_gap_ev="6.320 / 6.362" spin_multiplicity=2 homo_ev="-6.80 / -6.66"
Ir 0.8185 -0.1478 -0.7305 -2.74 0.39 1.96 0.223
P 0.5170 2.2251 -0.5896 1.34 0.42 0.88 0.017
P 1.3457 -1.4456 1.0543 1.21 0.41 0.07 -0.034
F 2.6251 -0.1252 -1.4876 0.56 -0.39 -0.69 0.021
N -0.8139 0.3289 0.6082 -0.39 -0.55 -0.59 0.070
N -0.2817 -1.1011 -1.8171 0.23 -0.18 -1.88 0.694
C -3.4962 2.9369 -1.3287 0.01 0.01 0.00 -0.006
C -1.9661 -0.6377 3.9935 -0.02 -0.10 0.02 0.000
C -2.6782 -3.2930 -3.5314 0.01 0.08 0.00 -0.021
C 1.4976 -3.2342 0.6708 -0.08 -0.01 -0.50 0.005
C -3.1729 1.0185 0.1346 -0.07 0.02 0.07 0.033
C -4.4038 3.8589 -2.1011 0.03 -0.05 -0.02 0.003
C -1.7928 1.1844 0.0864 0.10 -0.19 0.00 -0.030
C -1.0986 -2.3201 5.6824 -0.05 0.00 -0.05 0.004
C 3.5442 -2.2291 2.7503 0.02 0.06 0.02 -0.004
C -2.1115 3.0944 -1.3733 0.00 0.15 0.12 -0.012
C -1.8712 -3.8200 -4.5293 -0.04 -0.08 -0.07 0.029
C -2.1720 -2.3690 -2.6309 -0.07 0.00 0.08 -0.005
C -3.0259 -1.7681 -1.5582 0.01 -0.05 0.03 0.053
C 0.1734 4.1364 1.5553 0.03 -0.03 0.04 0.000
C -0.0168 -2.4699 -3.7802 0.11 0.01 -0.04 0.072
C -0.0950 -1.9557 3.3950 0.03 -0.02 -0.12 -0.001
C 2.5536 3.0035 -2.3005 -0.02 0.00 -0.04 -0.004
C -0.9669 -0.3272 1.8003 -0.13 0.35 0.16 -0.040
C 1.0144 4.8702 -1.5661 -0.10 0.00 -0.08 -0.002
C -0.0246 -1.2875 2.1645 -0.02 -0.18 0.32 0.004
C 0.1793 -3.7953 0.1415 -0.01 -0.01 0.17 -0.005
C -1.9481 -0.0057 2.7726 0.04 0.06 -0.09 0.013
C -0.5575 -3.4007 -4.6591 -0.03 0.11 0.03 -0.020
C 0.9552 2.9104 1.0756 -0.18 0.42 -0.03 0.005
C -1.2828 2.2537 -0.6517 0.03 0.01 -0.30 0.021
C -1.0548 -1.6508 4.3340 -0.07 0.09 0.04 -0.001
C 2.6718 0.1103 2.9368 -0.05 -0.01 0.00 -0.001
C -0.8242 -1.9739 -2.7338 0.03 -0.38 0.32 -0.035
C 2.8978 -1.0672 1.9900 0.15 -0.09 0.17 -0.008
C 2.6152 -3.4271 -0.3569 0.03 -0.10 0.05 0.000
C 1.1235 3.3793 -1.8857 0.12 -0.17 -0.17 -0.003
C -4.0005 1.8915 -0.5630 0.02 -0.01 0.02 0.003
C 2.4662 3.1164 1.1875 0.01 -0.01 -0.05 -0.004
C 1.3959 -1.9956 -3.9388 -0.04 0.06 0.00 -0.014
H -2.0730 -2.7733 5.8756 0.01 -0.01 -0.01 -0.001
H -4.0181 -2.2198 -1.5451 0.02 -0.01 0.02 0.002
H -4.0891 4.8987 -2.0003 -0.01 -0.01 0.01 0.000
H 3.6290 0.4468 3.3415 -0.02 0.01 0.00 0.000
H 0.0292 5.1561 -1.1968 0.00 0.00 -0.02 0.000
H -2.7166 -0.3406 4.7193 0.01 -0.01 -0.01 0.000
H 0.4655 3.1522 -2.7323 -0.01 -0.01 -0.01 -0.003
H 2.4266 -2.8037 -1.2292 -0.01 0.03 -0.04 -0.001
H 0.6295 -2.7333 3.6190 0.04 0.06 0.00 0.001
H -2.6615 0.7800 2.5706 -0.01 0.00 0.04 0.000
H -5.4325 3.7813 -1.7497 0.01 0.00 0.00 0.000
H 0.5150 5.0555 1.0800 -0.01 -0.02 0.00 0.000
H -0.9115 -1.6018 6.4836 0.00 0.00 0.00 0.000
H -1.6906 3.8988 -1.9677 -0.01 -0.02 0.00 -0.002
H 2.7892 4.0059 0.6442 -0.02 -0.01 0.02 0.001
H 1.7491 -3.7456 1.6040 0.02 0.07 0.05 -0.002
H -2.2730 -4.5570 -5.2143 0.00 0.04 -0.01 0.002
H -5.0729 1.7279 -0.5372 0.02 0.03 0.04 0.000
H -4.3987 3.6187 -3.1670 0.00 0.00 0.01 0.000
H 3.5981 -3.1540 0.0281 -0.01 0.01 -0.02 -0.001
H 2.0538 -2.4488 -3.1986 0.05 -0.01 0.02 0.003
H 0.2895 -4.8610 -0.0702 0.00 0.01 0.00 0.001
H 4.4257 -1.8568 3.2777 0.00 -0.02 0.01 0.000
H 0.6700 2.0748 1.7160 -0.04 -0.06 0.02 0.000
H 1.7513 5.1646 -0.8196 -0.01 0.00 -0.01 0.000
H 3.5844 -0.7366 1.2030 -0.03 -0.05 -0.06 -0.006
H -0.3437 -3.1033 5.7555 -0.01 0.01 -0.01 0.001
H 2.2058 0.9497 2.4272 -0.01 -0.04 0.01 0.003
H 2.6766 1.9257 -2.4091 -0.02 0.00 0.00 -0.001
H -0.6309 -3.6684 0.8619 0.01 -0.03 0.01 0.000
H -0.8969 4.0304 1.3714 0.00 0.00 0.00 0.000
H 1.7756 -2.2410 -4.9308 -0.01 -0.01 0.02 0.000
H 2.6536 -4.4693 -0.6809 0.01 0.00 0.02 0.000
H -3.1348 -0.6946 -1.7156 -0.01 -0.03 -0.03 -0.014
H 3.0198 2.2605 0.7934 -0.01 0.01 0.01 0.002
H 2.8720 -2.6469 3.5025 0.00 0.03 0.01 0.001
H -2.5589 -1.8896 -0.5766 -0.03 0.00 0.01 -0.008
H 0.0566 -3.7883 -5.4638 0.02 0.00 0.03 0.002
H 2.0267 -0.1741 3.7706 0.03 -0.02 0.01 0.000
H 1.4678 -0.9197 -3.7764 0.02 0.00 -0.01 0.002
H 3.2766 3.3425 -1.5565 -0.01 0.00 -0.01 -0.001
H 2.7491 3.2536 2.2336 -0.01 0.00 -0.01 0.000
H 3.8729 -3.0366 2.0982 -0.03 0.00 0.02 0.000
H -3.6018 0.1782 0.6641 -0.02 0.03 0.00 0.000
H 1.2174 5.4484 -2.4709 0.01 0.00 0.01 0.000
H 2.8017 3.4810 -3.2513 0.00 0.04 0.04 -0.001
H -0.1110 -3.2939 -0.7783 0.01 -0.04 -0.06 -0.001
H 0.3143 4.2537 2.6329 0.00 0.01 -0.01 0.000
H -3.7156 -3.5982 -3.4557 0.02 -0.01 0.03 0.001

ΔE to the lowest compared entry with this formula, charge and spin
In order: 2.095, 0.677, 2.724, 1.819
Unit: eV